No. 1
This record from the Open Molecules 2025 dataset describes 2 unconnected molecules or ions with the total composition C2H2N2O3S in a non-equilibrium geometry. The level of theory is ωB97M-V with the def2-TZVPD basis set.

XYZ file:
```
10
Properties=species:S:1:pos:R:3:mulliken_charge:R:1
C -0.477 2.337 1.806 0.794
N -1.466 -0.112 -1.816 1.097
H -0.420 -1.803 -2.535 0.394
C -1.185 2.922 0.963 -0.356
S -2.211 3.871 0.174 -0.246
O -1.136 -0.418 -0.734 -0.527
H 0.570 1.602 3.369 0.273
O -1.077 -1.019 -2.833 -0.480
O -1.983 0.915 -2.149 -0.486
N 0.041 1.454 2.469 -0.464
```

Output
Orbital gap (alpha / beta) ... 6.39 / 6.40 eV
SMILES string ... O=[N+]([O-])O.N=C=C=S
E_HOMO (alpha / beta) ... -8.0 / -8.0 eV
Energy above the lowest of the compared OMol25 structures with the same formula, charge and spin ... 176.53 kcal/mol


No. 2
This record from the Open Molecules 2025 dataset describes a molecular structure, C4H6AgLiO2 in a non-equilibrium geometry. The level of theory is ωB97M-V with the def2-TZVPD basis set.

XYZ file:
```
14
Properties=species:S:1:pos:R:3:mulliken_charge:R:1
O 0.645 -1.484 -0.100 -0.293
C -1.532 -0.529 0.303 -0.443
H -2.574 -0.394 -0.014 0.410
H -0.841 -1.289 2.640 0.281
H -1.113 -2.254 -0.902 0.285
C -1.798 -1.531 2.143 -0.572
H -2.656 -1.014 2.583 0.377
H 0.754 -2.241 0.484 0.237
C -1.978 -2.886 1.765 0.073
C -0.709 -1.291 -0.575 -0.737
Ag 1.853 0.155 -0.009 0.713
Li -0.532 0.485 -2.272 0.843
O -0.877 -3.616 1.572 -0.455
H -1.099 0.392 0.710 0.282
```

Output
Multiplicity ... 2
Charge ... +1
Orbital gap (alpha / beta) ... 4.85 / 4.89 eV
⟨S²⟩ ... 0.76
E_HOMO (alpha / beta) ... -10.9 / -11.0 eV
Energy above the lowest of the compared OMol25 structures with the same formula, charge and spin ... 66.03 kcal/mol


No. 3
This record from the Open Molecules 2025 dataset describes 2 unconnected molecules or ions with the total composition C2H3NO2S in a non-equilibrium geometry. The level of theory is ωB97M-V with the def2-TZVPD basis set.

XYZ file:
```
9
Properties=species:S:1:pos:R:3:mulliken_charge:R:1
S -1.535 1.447 0.169 -0.147
C -0.173 0.788 0.003 0.159
O -1.442 -1.483 -0.086 -0.336
H -1.256 -1.280 0.886 0.361
N -0.142 -1.278 -0.551 -0.370
H 1.477 0.728 1.381 0.271
H -0.277 -1.151 -1.581 0.267
O 2.073 1.278 -0.517 -0.407
C 1.275 0.952 0.298 0.204
```

Output
Orbital gap (alpha / beta) ... 7.65 / 7.65 eV
E_HOMO (alpha / beta) ... -8.5 / -8.5 eV
Energy above the lowest of the compared OMol25 structures with the same formula, charge and spin ... 136.86 kcal/mol


No. 4
This record from the Open Molecules 2025 dataset describes a single C4H7NO molecule. The level of theory is ωB97M-V with the def2-TZVPD basis set.

XYZ file:
```
13
Properties=species:S:1:pos:R:3:mulliken_charge:R:1
C 0.697 -0.990 -0.203 -0.369
O 1.916 0.904 -1.241 -0.581
H -1.079 0.763 -0.936 0.278
H -1.770 1.150 0.665 0.382
H 0.474 2.210 0.383 0.280
H 0.728 -1.593 -1.113 0.275
H 1.416 -1.406 0.508 0.257
N 0.374 1.207 0.480 -0.360
H -0.746 -1.101 1.457 0.272
C -0.722 -0.837 0.395 -0.489
C 1.144 0.461 -0.424 0.334
H -1.485 -1.422 -0.126 0.302
C -0.946 0.655 0.154 -0.581
```

Output
Orbital gap ... 10.61 eV
SMILES string ... O=C1CCCN1
E_HOMO ... -9.6 eV
Energy above the lowest of the compared OMol25 structures with the same formula, charge and spin ... 13.20 kcal/mol


No. 5
This record from the Open Molecules 2025 dataset describes a molecular structure, C24H38N4PdS3SeSi2 in a non-equilibrium geometry. The level of theory is ωB97M-V with the def2-TZVPD basis set.

XYZ file:
```
73
Properties=species:S:1:pos:R:3:mulliken_charge:R:1
Si -3.256 1.260 -0.061 -0.177
C -4.023 1.134 -1.744 -1.057
H 2.009 -4.734 1.428 0.469
N -0.960 -0.117 5.155 -0.737
C 0.725 -1.746 5.797 -0.713
C -2.396 -1.346 -0.012 1.652
H 3.311 -2.451 0.457 0.290
N -0.119 -2.078 -0.081 -0.139
C 4.204 0.867 0.815 -1.097
C 2.450 1.254 -1.443 -0.989
H -1.840 3.179 -0.758 0.273
C 1.758 -2.501 5.366 -0.679
C -2.464 2.922 0.097 -1.181
H -5.193 0.363 1.305 0.411
H 3.467 -3.816 -0.646 0.496
H 3.188 -2.197 -1.294 0.324
C 1.123 2.692 1.749 0.637
C -1.352 -2.417 -0.082 1.152
H 0.314 -4.316 1.719 0.377
H 3.000 -3.130 3.698 0.476
H 2.274 -3.149 6.062 0.432
S 0.484 2.505 0.045 -0.108
H 0.387 -1.768 6.825 0.497
H -1.882 3.041 1.016 0.251
H -3.410 -5.136 -0.305 0.464
H -3.252 1.112 -2.520 0.345
C 1.906 2.610 -1.075 -0.635
C 0.516 -0.841 3.473 0.647
Pd 0.080 0.003 0.329 0.085
C -1.818 -3.803 -0.176 -0.667
H 1.544 3.124 -1.967 0.521
H 3.381 1.332 -2.008 0.648
Se -1.420 0.738 3.703 0.284
H 4.743 -0.038 1.097 0.478
H 4.758 1.359 0.015 0.562
H -5.075 2.116 1.311 0.384
H 3.332 1.453 2.734 0.270
H -4.654 0.254 -1.874 0.378
Si 1.154 -3.371 -0.440 0.334
H -4.642 2.020 -1.910 0.383
H 5.045 1.782 2.546 0.506
H -5.179 -3.323 -0.198 0.457
C -4.489 1.192 1.342 -0.893
H 1.808 4.743 1.497 0.414
C 0.761 -3.971 -2.152 -1.242
S 3.820 3.533 1.580 -0.133
C -4.131 -3.052 -0.165 -1.042
H 1.726 0.697 -2.037 0.295
C 0.064 -0.889 4.857 0.574
H 1.504 -4.718 -2.451 0.378
N -0.154 -0.004 2.686 -0.108
C -3.112 -4.098 -0.226 -0.956
H -3.283 3.647 0.135 0.536
H -0.227 -4.422 -2.254 0.416
C 2.082 3.831 2.031 -1.057
H 1.529 1.743 2.063 -0.723
H -1.102 -4.607 -0.185 0.315
H 2.649 3.237 -0.589 0.162
H -3.990 1.150 2.313 0.218
H 1.919 -1.677 2.036 0.159
H 0.203 2.861 2.310 0.491
H 2.047 4.049 3.098 0.539
S 2.701 0.207 -0.002 0.440
C 1.604 -1.677 3.069 0.190
C 4.086 1.792 2.026 -0.639
C 2.935 -2.872 -0.476 -1.185
N -2.036 -0.116 0.062 0.237
C -3.795 -1.770 -0.058 -0.578
H -4.568 -1.030 -0.004 0.193
H 0.738 -5.609 0.583 0.498
C 1.032 -4.621 0.953 -1.243
H 0.821 -3.142 -2.863 0.325
C 2.187 -2.477 3.994 -0.884
```

Output
Charge ... +2
Orbital gap (alpha / beta) ... 6.27 / 6.27 eV
E_HOMO (alpha / beta) ... -13.9 / -13.9 eV
Energy above the lowest of the compared OMol25 structures with the same formula, charge and spin ... 26.36 kcal/mol


No. 6
This record from the Open Molecules 2025 dataset describes a molecular structure, C48H56LuN2O3PS in a non-equilibrium geometry. The level of theory is ωB97M-V with the def2-TZVPD basis set.

XYZ file:
```
112
Properties=species:S:1:pos:R:3:mulliken_charge:R:1
H -1.074 -5.280 1.815 0.271
H -3.045 -0.109 -3.250 0.277
C 0.697 -1.799 -1.439 -0.250
H -3.190 -2.254 1.678 -0.107
H 2.368 -4.701 2.574 0.485
H -0.694 5.892 0.856 0.413
C -3.412 3.346 -4.918 -0.712
S 2.018 0.793 1.884 0.273
H -3.522 -5.043 -0.795 0.493
O 1.746 0.284 0.487 -0.672
C 0.583 -3.851 1.703 2.240
C 0.220 -3.283 3.083 -1.717
H -4.712 2.373 -6.317 0.380
H 6.305 -1.508 1.037 0.449
H -2.029 -5.444 0.051 0.256
O -0.764 3.154 3.120 -0.758
H -1.372 -1.840 -2.221 0.355
C 3.907 4.899 1.398 -0.552
H 3.333 2.054 -0.357 0.012
H 1.366 -3.252 -3.640 0.407
C -4.082 2.252 -5.445 -0.579
H -4.171 3.098 -1.349 0.517
H -3.811 -0.203 2.299 -0.072
H 0.458 -4.015 3.859 0.612
C 0.185 -2.951 0.515 1.029
O -0.219 1.750 1.443 0.458
C -2.964 1.556 -0.445 0.358
H -1.960 -0.581 2.948 0.268
H -1.312 1.157 4.314 0.318
H 4.413 4.275 -0.591 0.445
H 2.925 -0.159 4.383 0.462
C 3.541 -0.071 2.334 0.132
C 3.278 4.560 2.587 -0.916
C -4.961 1.328 1.415 -1.158
H -2.091 4.061 -3.385 0.418
C -0.444 5.284 -0.004 -0.505
H -3.317 -2.686 -1.998 0.349
H -5.745 1.225 2.158 0.403
C 0.236 3.684 -2.156 -0.448
C 1.523 -1.337 -2.633 2.519
H 6.579 -2.169 3.397 0.413
C -0.015 -5.261 1.569 -1.966
H 0.100 -2.107 -4.096 0.256
C -1.049 -2.710 -0.196 0.025
C 5.573 -1.198 1.771 -0.855
C 3.342 2.756 0.470 0.152
C -0.706 -1.993 -1.385 -0.855
H -3.952 -3.826 1.402 0.600
H -4.478 -2.818 -0.684 0.608
Lu -0.496 -0.146 0.301 1.845
C -3.145 0.859 -3.730 -0.225
H 2.481 -4.490 0.824 0.397
C -0.800 3.293 -1.304 0.558
C -2.462 -3.293 -0.075 2.267
H 4.910 -1.485 5.082 0.445
H -2.322 -3.758 2.057 0.067
C -2.488 -4.731 -0.629 -1.768
H 0.822 -2.391 3.274 0.003
C -1.136 4.102 -0.226 -0.731
H 1.429 0.773 -2.110 -0.079
C -0.609 2.048 2.631 -0.318
H 3.316 -0.906 -1.487 0.225
H 0.498 3.053 -3.001 0.402
H 2.181 3.040 3.645 0.368
C 0.907 4.876 -1.949 -0.836
H 2.631 -3.090 1.909 0.289
H 0.119 -5.632 0.552 0.318
C 3.936 4.000 0.341 -0.882
C 1.159 -2.200 -3.848 -1.875
N -0.770 0.935 3.493 -0.346
H 1.743 -1.897 -4.721 0.439
C 1.281 0.137 -2.986 -1.586
H -3.396 -1.428 -0.744 0.246
C -3.945 1.005 -4.850 -0.685
H 3.254 -2.558 -2.131 0.365
C -5.096 2.262 0.396 -0.854
C 1.211 -2.366 -0.267 -0.360
C -2.778 0.575 0.558 0.479
C 4.787 -1.191 4.048 -0.920
C -2.609 3.203 -3.794 -0.437
C 3.681 -0.448 3.661 -0.163
C -3.836 0.521 1.483 -0.721
H 1.979 0.456 -3.766 0.640
H 0.491 -5.946 2.253 0.528
C -4.088 2.376 -0.544 -0.098
C -3.005 -3.282 1.359 -1.390
C 0.571 5.674 -0.863 -0.623
H -0.838 -3.038 3.170 0.261
C 2.750 2.416 1.673 0.794
H -5.973 2.895 0.340 0.401
H -0.505 -1.017 3.550 0.344
H 2.261 -2.408 -0.039 0.459
H 3.233 5.268 3.404 0.465
H 1.111 6.595 -0.681 0.377
C 5.727 -1.572 3.101 -0.529
C -3.464 -2.497 -0.932 -2.033
H 4.359 5.877 1.289 0.422
C 2.112 -4.038 1.746 -2.183
C 4.479 -0.443 1.384 0.196
H 3.602 -1.204 -3.212 0.494
H 0.268 0.285 -3.363 0.216
H -4.461 0.148 -5.263 0.442
H 1.701 5.176 -2.622 0.453
P -1.573 1.666 -1.623 1.473
N -0.969 -0.357 2.946 -0.437
C 2.692 3.312 2.729 -0.328
C -2.481 1.960 -3.186 0.529
C 3.016 -1.513 -2.343 -2.188
H -1.955 -4.776 -1.581 0.262
H -1.922 3.807 0.456 0.245
H 4.338 -0.143 0.352 -0.069
H -3.515 4.319 -5.382 0.420
```

Output
Orbital gap ... 8.02 eV
E_HOMO ... -7.7 eV
Energy above the lowest of the compared OMol25 structures with the same formula, charge and spin ... 4.57 kcal/mol


> Which value of energy above the lowest of the compared OMol25 structures with the same formula, charge and spin does entry 1 give?

176.53 kcal/mol


> Which value of energy above the lowest of the compared OMol25 structures with the same formula, charge and spin does entry 6 give?

4.57 kcal/mol


What did the fourth record say?
This record from the Open Molecules 2025 dataset describes a single C4H7NO molecule. The level of theory is ωB97M-V with the def2-TZVPD basis set.

XYZ file:
```
13
Properties=species:S:1:pos:R:3:mulliken_charge:R:1
C 0.697 -0.990 -0.203 -0.369
O 1.916 0.904 -1.241 -0.581
H -1.079 0.763 -0.936 0.278
H -1.770 1.150 0.665 0.382
H 0.474 2.210 0.383 0.280
H 0.728 -1.593 -1.113 0.275
H 1.416 -1.406 0.508 0.257
N 0.374 1.207 0.480 -0.360
H -0.746 -1.101 1.457 0.272
C -0.722 -0.837 0.395 -0.489
C 1.144 0.461 -0.424 0.334
H -1.485 -1.422 -0.126 0.302
C -0.946 0.655 0.154 -0.581
```

Output
Orbital gap ... 10.61 eV
SMILES string ... O=C1CCCN1
E_HOMO ... -9.6 eV
Energy above the lowest of the compared OMol25 structures with the same formula, charge and spin ... 13.20 kcal/mol


> What is the energy above the lowest of the compared OMol25 structures with the same formula, charge and spin in the fourth record?

13.20 kcal/mol